[1]
{"formula": "C3H8N2O2", "method": "ωB97M-V/def2-TZVPD", "smiles": "CN1O[C@@H](O)N1C", "e_above_lowest_kj_mol": 422.7, "multiplicity": 1, "largest_force_ha_per_bohr": 0.0219, "homo_lumo_gap_ha": 0.35293, "species": ["C", "N", "O", "C", "O", "N", "C", "H", "H", "H", "H", "H", "H", "H", "H"], "coordinates": [[2.0562, -0.4783, -0.0951], [0.7361, -0.3632, 0.4810], [-0.0383, -1.6216, 0.1996], [-1.0003, -0.8501, -0.4751], [-2.2218, -0.8378, 0.1475], [-0.1760, 0.3648, -0.3815], [-0.7177, 1.5803, 0.1898], [2.5994, -1.2243, 0.4813], [2.5336, 0.4936, 0.0231], [2.0320, -0.7605, -1.1512], [-1.1796, -1.1574, -1.5137], [-2.0791, -0.8420, 1.1061], [-0.8064, 2.3188, -0.6075], [-0.0362, 1.9485, 0.9556], [-1.7019, 1.4293, 0.6401]], "forces_ev_per_a": [[-0.113, -0.266, -0.198], [-0.611, -0.473, 0.593], [0.853, 0.730, 0.085], [-0.059, 0.424, -0.604], [-0.298, -0.142, 0.255], [0.303, -0.466, -0.339], [-0.154, 0.034, -0.064], [0.080, 0.034, 0.018], [0.024, -0.006, 0.001], [-0.032, 0.036, -0.008], [-0.054, -0.055, 0.256], [0.032, 0.015, -0.138], [-0.028, 0.107, 0.154], [0.036, -0.002, -0.057], [0.022, 0.029, 0.046]], "lowdin_charge": [-0.0694, -0.1087, -0.0151, -0.4407, 0.0397, -0.1056, -0.0634, 0.0846, 0.0863, 0.0864, 0.1538, 0.1147, 0.0781, 0.0852, 0.0742]}

---

[2]
{"formula": "C3H8N2O2", "method": "ωB97M-V/def2-TZVPD", "smiles": "[H]/N=C(\\C)CO.N=O", "e_above_lowest_kj_mol": 492.8, "multiplicity": 1, "largest_force_ha_per_bohr": 0.0612, "homo_lumo_gap_ha": [0.29222, 0.29213], "species": ["H", "N", "C", "C", "C", "O", "H", "H", "H", "H", "H", "H", "N", "O", "H"], "coordinates": [[0.2385, 0.9989, -1.5765], [0.4346, -0.0270, -1.2189], [-0.0897, -0.4625, -0.1666], [-1.1643, 0.1928, 0.6451], [0.3272, -1.8509, 0.2955], [0.5706, -1.9278, 1.6776], [-2.1336, -0.1114, 0.2436], [-1.1025, 1.2760, 0.5887], [-1.1043, -0.1339, 1.6811], [1.1930, -2.1779, -0.2919], [-0.5056, -2.5349, 0.1060], [1.3632, -1.4185, 1.8986], [0.4012, 2.5389, -1.5747], [0.1540, 3.0283, -0.4798], [1.4176, 2.6100, -1.8278]], "forces_ev_per_a": [[-0.700, -2.907, 0.982], [1.125, 1.358, -1.402], [-0.356, 0.003, 0.150], [-0.028, 0.204, 0.179], [-0.062, -0.114, -0.513], [0.257, 0.153, 0.593], [-0.005, -0.030, 0.027], [-0.060, 0.046, 0.017], [-0.080, 0.051, 0.027], [-0.171, 0.082, 0.006], [0.064, -0.027, -0.018], [-0.208, -0.152, -0.154], [-0.822, 1.469, 1.530], [0.897, -0.425, -1.899], [0.148, 0.291, 0.476]], "lowdin_charge": [0.0128, 0.1292, -0.4211, -0.0287, -0.2323, -0.0674, 0.0923, 0.0553, 0.0741, 0.1154, 0.1265, 0.0991, -0.0068, -0.0457, 0.0972]}

---

[3]
{"formula": "C3H8N2O2", "method": "ωB97M-V/def2-TZVPD", "smiles": "NC(=O)NCCO", "e_above_lowest_kj_mol": 23.4, "multiplicity": 1, "largest_force_ha_per_bohr": 0.0086, "homo_lumo_gap_ha": 0.37984, "species": ["N", "C", "O", "N", "C", "C", "O", "H", "H", "H", "H", "H", "H", "H", "H"], "coordinates": [[-0.1244, 1.6089, -2.0686], [-0.0811, 0.5003, -1.2551], [-0.5183, -0.5850, -1.6301], [0.4904, 0.6831, -0.0269], [0.8401, -0.4605, 0.8139], [-0.3396, -1.0300, 1.5978], [-1.3337, -1.6312, 0.8139], [-0.7542, 1.5045, -2.8499], [-0.0850, 2.5311, -1.6632], [0.9782, 1.5480, 0.1408], [1.5939, -0.1112, 1.5276], [1.2935, -1.2447, 0.1959], [-0.7615, -0.2214, 2.2181], [0.0563, -1.7928, 2.2829], [-1.2545, -1.2991, -0.0972]], "forces_ev_per_a": [[-0.075, 0.043, -0.053], [-0.032, -0.110, -0.011], [0.115, 0.329, 0.148], [-0.022, 0.044, -0.128], [-0.005, -0.135, 0.023], [0.282, 0.144, 0.306], [-0.086, 0.024, -0.120], [0.093, 0.031, 0.080], [-0.001, -0.131, -0.007], [-0.064, -0.093, -0.034], [-0.111, -0.085, -0.098], [-0.091, 0.088, 0.054], [0.005, -0.097, -0.106], [-0.046, 0.117, -0.064], [0.038, -0.170, 0.010]], "lowdin_charge": [0.1515, -0.5970, 0.0343, 0.0586, -0.1658, -0.2737, -0.0653, 0.1059, 0.0955, 0.1321, 0.1220, 0.1295, 0.1139, 0.1158, 0.0429]}

---

[4]
{"formula": "C3H8N2O2", "method": "ωB97M-V/def2-TZVPD", "charge": 1, "e_above_lowest_kj_mol": 1196.4, "multiplicity": 2, "largest_force_ha_per_bohr": 0.1356, "homo_lumo_gap_ha": [0.14542, 0.16075], "species": ["C", "N", "C", "O", "O", "C", "N", "H", "H", "H", "H", "H", "H", "H", "H"], "coordinates": [[1.0735, -2.4044, 1.5448], [2.1488, -3.1385, 0.9864], [-1.4917, 3.1581, -2.4068], [-1.7823, 4.6842, -2.5782], [-0.8954, 2.2958, -3.1085], [0.7963, -0.8883, 1.2028], [-0.5152, -0.2826, 1.1590], [1.7481, -2.4377, 2.3435], [0.0965, -2.7943, 1.6414], [1.8552, -3.6196, 0.1834], [-1.8036, 2.8170, -1.4478], [1.5538, -0.1641, 1.2494], [0.5220, -0.9196, 0.2035], [-0.9124, -0.1454, 2.0524], [-2.3937, 3.8396, -3.0252]], "forces_ev_per_a": [[2.355, -1.710, -1.146], [-1.197, 3.734, -0.189], [4.907, -2.382, -0.681], [-0.609, -6.815, -1.353], [-2.402, 4.477, 1.801], [-2.220, 1.470, -1.490], [1.057, 0.226, 1.970], [0.145, 1.040, 3.900], [-1.059, -1.050, -0.714], [-1.006, -2.674, -1.283], [-0.751, 0.278, 1.075], [1.348, 0.821, 0.891], [2.015, -1.951, -3.593], [-1.429, 0.097, 1.637], [-1.155, 4.438, -0.824]], "lowdin_spin": [-0.0156, 0.1264, 0.0000, 0.0000, -0.0001, 0.0780, 0.7637, -0.0140, 0.0041, 0.0016, 0.0000, 0.0246, 0.0032, 0.0282, 0.0000]}

---

[5]
{"formula": "C3H8N2O4", "method": "ωB97M-V/def2-TZVPD", "smiles": "[H]/N=C(\\C)ON.O=C(O)O", "e_above_lowest_kj_mol": 249.0, "multiplicity": 1, "largest_force_ha_per_bohr": 0.0498, "homo_lumo_gap_ha": 0.40251, "species": ["H", "N", "C", "C", "O", "N", "H", "H", "H", "H", "H", "O", "C", "O", "O", "H", "H"], "coordinates": [[0.2027, -0.5029, -1.2308], [-0.1695, -0.1866, -0.3394], [-1.3979, -0.3304, -0.1593], [-2.5157, -0.8905, -0.9470], [-2.1284, 0.0668, 1.0533], [-1.6040, 0.6790, 2.2106], [-2.6624, -0.3244, -1.8632], [-3.3655, -0.7310, -0.2172], [-2.3525, -1.9472, -1.1479], [-0.8809, 0.0737, 2.5990], [-1.1601, 1.5569, 1.9410], [2.6598, -0.1467, -1.4480], [2.9701, 0.3776, -0.4073], [4.2250, 0.7423, -0.1119], [2.1587, 0.6643, 0.5824], [4.8030, 0.5183, -0.8545], [1.2176, 0.3807, 0.3402]], "forces_ev_per_a": [[-0.190, -0.081, -0.056], [-0.142, 0.250, 0.513], [-0.939, 0.770, 2.257], [-0.915, 0.116, 0.701], [0.962, -0.366, -1.258], [0.781, 0.025, -0.274], [-0.064, -0.106, -0.093], [0.469, -0.580, -1.522], [-0.081, 0.018, -0.124], [-0.018, 0.024, -0.181], [0.014, -0.152, -0.103], [-0.150, -0.227, -0.496], [0.006, -0.030, 0.051], [0.197, 0.182, 0.297], [-0.006, 0.152, 0.293], [-0.311, -0.061, -0.010], [0.385, 0.065, 0.005]], "lowdin_charge": [0.0945, 0.1687, -0.3751, -0.0075, -0.1802, 0.0472, 0.0897, 0.1095, 0.0904, 0.0848, 0.0848, 0.0788, -0.6963, 0.1301, 0.1014, 0.1292, 0.0498]}

---

[6]
{"formula": "C3H8N2OS", "method": "ωB97M-V/def2-TZVPD", "smiles": "NC(=O)NCCS", "e_above_lowest_kj_mol": 45.2, "multiplicity": 1, "largest_force_ha_per_bohr": 0.0210, "homo_lumo_gap_ha": 0.36593, "species": ["N", "C", "O", "N", "C", "C", "S", "H", "H", "H", "H", "H", "H", "H", "H"], "coordinates": [[2.3912, 0.0950, 0.1935], [1.4054, -0.2496, 1.0627], [1.5520, -0.2084, 2.2622], [0.2166, -0.6826, 0.3946], [-0.9596, 0.1853, 0.5027], [-1.8241, 0.0757, -0.7624], [-1.1501, 1.0474, -2.1460], [3.2503, 0.3838, 0.6356], [2.1752, 0.2469, -0.7746], [-0.0098, -1.6225, 0.7044], [-0.6283, 1.2130, 0.6435], [-1.5589, -0.0581, 1.3896], [-2.8325, 0.3931, -0.5327], [-1.8076, -0.9687, -1.0798], [-0.2198, 0.1496, -2.4934]], "forces_ev_per_a": [[-0.141, -0.097, 0.547], [0.046, 0.167, -0.151], [-0.090, -0.190, 0.173], [-0.154, -0.164, -0.455], [-0.098, -0.003, 0.209], [0.963, -0.253, 0.415], [-0.183, 0.007, -0.019], [-0.030, 0.220, -0.428], [0.186, -0.067, 0.006], [0.070, 0.155, 0.077], [0.046, 0.060, -0.088], [-0.001, -0.071, -0.088], [-0.229, 0.133, -0.267], [-0.394, 0.087, 0.052], [0.010, 0.018, 0.015]], "lowdin_charge": [0.1727, -0.6109, 0.0666, 0.0043, -0.2923, -0.5509, 0.6828, 0.1107, 0.0937, 0.1276, 0.1094, 0.1151, 0.0632, 0.0662, -0.1581]}

---

[7]
{"formula": "C3H8N2OS", "method": "ωB97M-V/def2-TZVPD", "smiles": "NC(=O)[C@@H](N)CS", "e_above_lowest_kj_mol": 193.9, "multiplicity": 1, "largest_force_ha_per_bohr": 0.1065, "homo_lumo_gap_ha": 0.36457, "species": ["N", "C", "O", "C", "N", "C", "S", "H", "H", "H", "H", "H", "H", "H", "H"], "coordinates": [[1.3108, -1.5451, -1.7455], [0.9651, -0.4512, -0.9499], [1.6213, 0.5560, -1.2183], [0.1460, -0.5718, 0.2366], [1.0830, 0.0651, 1.2304], [-1.0407, 0.2808, -0.2128], [-1.9951, 0.7786, 1.1838], [0.8971, -2.4862, -1.7570], [2.2545, -1.4581, -2.0088], [-0.1927, -1.6100, 0.6285], [0.4456, 0.5297, 1.8580], [1.8383, 0.6885, 0.7805], [-1.7970, -0.3102, -0.6304], [-0.7245, 1.2254, -0.6740], [-0.9503, 1.3281, 1.7719]], "forces_ev_per_a": [[-1.913, -0.580, 0.770], [4.043, -1.916, -3.159], [-1.020, -0.115, 0.362], [0.263, 0.290, 1.167], [-0.243, -0.118, -0.465], [0.200, 1.119, 2.015], [-1.122, 0.439, 1.341], [0.299, 0.999, 0.515], [0.921, -0.050, -0.939], [0.714, 1.671, -1.038], [0.893, 0.365, 0.590], [-2.301, -1.098, 0.888], [-0.536, -0.823, -1.975], [-0.122, -0.829, -0.642], [-0.077, 0.646, 0.569]], "lowdin_charge": [0.1607, -0.5406, 0.0220, -0.3744, 0.0377, -0.5415, 0.7643, 0.1122, 0.0831, 0.1727, 0.0020, 0.1211, 0.0458, 0.0944, -0.1594]}

---

[8]
{"formula": "C3H8N2OS", "method": "ωB97M-V/def2-TZVPD", "e_above_lowest_kj_mol": 766.8, "multiplicity": 1, "largest_force_ha_per_bohr": 0.0573, "homo_lumo_gap_ha": [0.30918, 0.30965], "species": ["C", "C", "C", "N", "N", "O", "S", "H", "H", "H", "H", "H", "H", "H", "H"], "coordinates": [[-1.4953, 0.9001, 0.3544], [-2.7824, 0.3859, -0.1452], [1.6156, -1.6354, 0.2581], [3.0065, 0.7437, -1.5393], [-0.4405, 0.2491, 0.0998], [0.6579, 0.6916, 0.8299], [2.2284, 0.0624, 0.5159], [-1.4644, 1.8675, 0.9431], [-3.3003, 1.1326, -0.6592], [-3.2755, 0.1106, 0.7311], [-2.8725, -0.4406, -0.8719], [2.4904, -2.2538, 0.1268], [0.9472, -1.5135, -0.5801], [1.0855, -1.8357, 1.2434], [3.5995, 1.5356, -1.3069]], "forces_ev_per_a": [[1.328, 0.876, -0.126], [0.447, -0.645, -1.183], [0.142, 1.204, 1.489], [-1.607, -1.935, 1.531], [0.316, -0.852, -0.208], [1.120, 0.977, 0.560], [-0.853, 1.051, -2.329], [-0.090, -1.264, -0.417], [-1.104, 1.626, -0.340], [-1.492, -0.465, 1.329], [1.121, 0.004, 0.616], [-0.012, -0.317, -0.255], [-0.095, -0.665, -0.190], [0.548, -0.070, -1.432], [0.233, 0.476, 0.955]], "lowdin_charge": [-0.1859, -0.0720, -0.3155, -0.1772, -0.0217, -0.5039, 0.9418, 0.1512, 0.0539, 0.0577, 0.0990, 0.0381, 0.0235, 0.0700, -0.1590]}